1.
# C19H29N3O4S

C19H29N3O4S in the gas phase at a distorted geometry (ωB97M-V/def2-TZVPD, the OMol25 dataset).

Summary:
**DFT total energy**: -1604.833570 hartree
**SMILES**: C[C@@H](CNC(=O)[C@H]1CCCN(S(=O)(=O)N2CCOCC2)C1)c1ccccc1
**Kohn-Sham gap**: 9.607 eV
**LUMO energy**: 0.62 eV
**Total charge**: 0
**Maximum force**: 1.2 eV/Å

The geometry in XYZ format:
```
56
Properties=species:S:1:pos:R:3:forces:R:3:lowdin_charge:R:1
C -1.170 -4.598 0.862 -0.03 0.15 -0.20 -0.053
H -0.814 -4.445 1.877 0.05 -0.02 0.15 0.076
H -0.581 -5.391 0.406 0.05 -0.09 0.02 0.084
H -2.209 -4.918 0.908 -0.11 -0.05 0.05 0.079
C -1.049 -3.312 0.040 -0.08 0.00 0.26 -0.313
C 0.396 -2.919 -0.152 -0.06 -0.11 -0.24 -0.222
C 0.924 -2.769 -1.427 -0.04 -0.07 0.02 -0.047
C 2.245 -2.405 -1.612 0.12 0.01 -0.08 -0.089
C 3.065 -2.192 -0.519 0.11 0.03 -0.08 -0.103
C 2.550 -2.340 0.758 0.04 -0.02 0.11 -0.094
C 1.227 -2.694 0.939 0.01 0.01 0.02 -0.037
H 0.839 -2.792 1.943 -0.06 -0.02 0.12 0.115
H 3.185 -2.182 1.619 0.04 0.01 0.05 0.106
H 4.098 -1.906 -0.658 0.08 0.02 -0.01 0.107
H 2.635 -2.284 -2.612 0.03 0.00 -0.08 0.105
H 0.290 -2.934 -2.288 -0.09 -0.03 -0.07 0.114
H -1.495 -3.489 -0.945 0.04 0.06 0.06 0.140
C -1.829 -2.177 0.712 -0.22 -0.22 -0.14 -0.131
N -1.948 -1.042 -0.181 0.24 -0.31 0.10 0.097
C -3.049 -0.272 -0.163 0.00 0.18 -0.52 -0.463
O -4.049 -0.572 0.464 -0.27 0.01 0.23 0.060
C -3.065 0.984 -1.049 -0.15 0.22 0.09 -0.192
C -1.727 1.508 -1.584 -0.14 -0.53 -0.33 -0.146
N -0.882 2.112 -0.574 0.59 -0.56 0.29 -0.221
S 0.249 1.191 0.196 0.14 1.17 -0.27 0.641
O -0.147 0.777 1.506 0.02 0.11 0.28 -0.245
O 0.644 0.176 -0.743 0.01 0.04 -0.17 -0.277
N 1.415 2.367 0.379 -0.71 -0.64 0.11 -0.223
C 2.135 2.664 -0.846 0.36 -0.07 -0.47 -0.157
H 1.417 2.608 -1.663 0.14 0.17 -0.17 0.120
C 3.284 1.674 -1.066 -0.21 0.09 -0.21 -0.183
H 3.911 1.989 -1.902 -0.11 -0.02 -0.02 0.131
O 4.132 1.626 0.062 0.21 0.11 0.03 -0.123
C 3.421 1.234 1.216 -0.19 0.13 0.25 -0.178
H 4.150 1.202 2.027 -0.11 -0.06 0.02 0.132
C 2.297 2.224 1.525 0.33 -0.36 0.36 -0.155
H 1.690 1.874 2.358 0.18 0.10 0.13 0.116
H 2.711 3.212 1.749 -0.06 -0.06 -0.01 0.134
H 2.980 0.237 1.065 0.10 0.06 0.07 0.103
H 2.864 0.679 -1.264 0.13 0.12 -0.03 0.103
H 2.524 3.683 -0.763 -0.06 -0.05 -0.04 0.133
C -1.530 3.110 0.251 -0.15 0.28 0.54 -0.188
C -2.831 2.590 0.855 0.02 0.12 -0.28 -0.155
C -3.757 2.103 -0.258 -0.05 -0.18 0.17 -0.153
H -4.679 1.709 0.170 0.02 0.07 -0.11 0.114
H -4.004 2.933 -0.925 -0.03 0.03 -0.06 0.118
H -2.602 1.762 1.528 -0.03 0.03 0.11 0.114
H -3.310 3.383 1.429 0.02 -0.01 0.06 0.118
H -1.725 3.987 -0.377 0.06 0.00 0.05 0.131
H -0.812 3.381 1.026 -0.13 0.26 -0.01 0.114
H -1.940 2.287 -2.328 0.04 -0.11 0.05 0.136
H -1.140 0.729 -2.071 -0.14 0.07 -0.17 0.118
H -3.690 0.722 -1.912 0.08 -0.01 0.07 0.155
H -1.077 -0.726 -0.579 -0.13 0.04 -0.19 0.075
H -2.845 -2.496 0.959 0.18 0.01 0.03 0.127
H -1.324 -1.863 1.633 -0.06 -0.08 0.03 0.129
```
Positions in Å, forces in eV/Å.


2.
# C5H8N2O

C5H8N2O in the gas phase at a distorted geometry (ωB97M-V/def2-TZVPD, the OMol25 dataset).

Summary:
**DFT total energy**: -379.967368 hartree
**SMILES**: OCCc1cn[nH]c1
**Kohn-Sham gap**: 9.885 eV
**LUMO energy**: 0.88 eV
**Total charge**: 0
**Maximum force**: 6.2 eV/Å

The geometry in XYZ format:
```
16
Properties=species:S:1:pos:R:3:forces:R:3:lowdin_charge:R:1
C -1.772 0.242 -0.576 -1.29 -4.35 -0.56 -0.279
C -0.889 0.060 0.587 2.60 -1.14 3.64 -0.154
C 0.632 0.112 0.241 -3.55 -4.90 0.70 -0.292
C 1.450 1.123 -0.017 3.65 5.01 0.42 -0.159
C 1.376 -1.104 0.049 -0.23 -0.94 0.49 -0.063
H -3.513 0.179 0.309 -1.24 1.47 1.95 0.041
H -1.557 -0.342 -1.495 0.93 0.68 0.56 0.144
H -1.875 1.224 -0.754 -0.01 3.67 -1.17 0.081
H -1.027 0.908 1.297 -0.24 -0.40 -0.38 0.110
H -1.092 -0.912 1.336 0.34 2.28 -2.55 0.176
H 1.344 2.353 0.230 0.12 -3.90 -1.09 0.175
H 3.505 -1.281 -0.520 -2.91 2.30 0.60 0.215
H 1.161 -2.292 0.298 0.52 3.66 -0.97 0.172
N 2.714 0.664 -0.324 -0.93 1.40 -0.25 -0.009
N 2.605 -0.639 -0.330 1.98 -3.27 0.13 -0.106
O -3.062 -0.296 -0.333 0.28 -1.57 -1.52 -0.053
```
Positions in Å, forces in eV/Å.